Record 1
{
  "formula": "CH6N3OS",
  "method": "ωB97M-V with the def2-TZVPD basis set",
  "total_charge": 1,
  "e_above_lowest_ev": 2.239,
  "orbital_gap_ha": 0.373,
  "homo_energy_ha": -0.5078,
  "total_energy_ha": -679.05771,
  "elements": ["C", "N", "N", "N", "O", "S", "H", "H", "H", "H", "H", "H"],
  "xyz": [[0.280, -0.248, 0.378], [0.886, -0.774, 1.456], [0.864, -0.091, -0.774], [0.251, 0.676, -1.777], [-2.480, 0.073, 1.269], [-1.334, 0.409, 0.065], [0.273, -0.975, 2.242], [1.744, -1.124, 1.543], [1.930, -0.164, -0.884], [0.846, 1.408, -2.286], [-0.181, 0.080, -2.596], [-3.080, 0.729, 1.366]]
}

Record 2
{
  "formula": "C9H12Cl3N",
  "method": "ωB97M-V with the def2-TZVPD basis set",
  "e_above_lowest_ev": 0.020,
  "orbital_gap_ha": 0.336,
  "homo_energy_ha": -0.3217,
  "total_energy_ha": -1785.39502,
  "elements": ["Cl", "C", "C", "C", "C", "Cl", "N", "C", "H", "H", "H", "C", "C", "C", "C", "H", "H", "H", "H", "H", "H", "H", "H", "Cl", "H"],
  "xyz": [[3.593, 0.123, 0.059], [2.125, -0.774, -0.183], [1.406, -0.672, -1.351], [0.172, -1.324, -1.368], [-0.332, -1.948, -0.185], [-1.811, -2.743, -0.232], [0.372, -2.021, 0.938], [1.606, -1.498, 0.872], [1.622, 0.133, -2.084], [-0.346, -1.314, -2.356], [2.127, -1.921, 1.768], [-0.091, 0.978, 1.040], [-1.314, 0.480, 0.596], [-2.350, -0.191, 1.450], [-1.752, 0.812, -0.838], [0.240, 0.997, 2.042], [0.640, 1.450, 0.426], [-2.820, 0.501, 2.102], [-3.087, -0.675, 0.879], [-1.617, -0.797, 2.128], [-2.292, 1.706, -0.877], [-2.273, -0.080, -1.288], [-0.887, 0.984, -1.474], [3.862, 3.348, -0.902], [3.206, 4.444, -1.163]]
}

Record 3
{
  "formula": "C5H4O",
  "method": "ωB97M-V with the def2-TZVPD basis set",
  "e_above_lowest_ev": 5.636,
  "orbital_gap_ha": 0.298,
  "homo_energy_ha": -0.3466,
  "total_energy_ha": -267.90521,
  "elements": ["C", "C", "C", "C", "C", "O", "H", "H", "H", "H"],
  "xyz": [[-2.260, 0.510, 0.063], [-2.693, 1.671, 0.235], [-2.070, -0.736, -0.132], [-1.917, -2.043, -0.102], [1.870, 1.473, -0.339], [1.034, 0.970, 0.360], [-1.007, -2.656, 0.274], [-2.755, -2.698, -0.373], [2.099, 1.470, -1.441], [2.508, 2.273, 0.161]]
}

Record 4
{
  "formula": "C17H26ClNOW",
  "method": "ωB97M-V with the def2-TZVPD basis set",
  "multiplicity": 3,
  "total_charge": 2,
  "e_above_lowest_ev": 0.279,
  "orbital_gap_ha": [0.223, 0.224],
  "homo_energy_ha": [-0.5089, -0.5089],
  "total_energy_ha": -1320.05134,
  "elements": ["C", "C", "C", "C", "Cl", "H", "H", "H", "H", "H", "H", "H", "H", "H", "C", "C", "C", "H", "C", "C", "H", "H", "H", "H", "C", "C", "C", "H", "C", "C", "H", "H", "H", "H", "W", "C", "N", "C", "C", "O", "H", "H", "H", "H", "H", "H", "H"],
  "xyz": [[2.031, 2.586, -4.124], [1.288, 3.773, -3.703], [3.465, 2.513, -3.894], [1.408, 1.665, -5.080], [1.361, 0.890, -1.724], [3.931, 3.071, -4.716], [3.867, 1.498, -3.941], [3.783, 3.002, -2.970], [1.454, 4.518, -4.498], [1.663, 4.215, -2.772], [0.203, 3.613, -3.639], [1.595, 2.101, -6.078], [0.316, 1.587, -4.970], [1.861, 0.663, -5.088], [0.602, -0.063, 2.374], [2.024, 0.109, 2.227], [2.253, 1.279, 1.456], [2.766, -0.507, 2.710], [0.999, 1.844, 1.083], [-0.033, 1.008, 1.632], [-1.092, 1.230, 1.599], [0.121, -0.755, 3.063], [3.207, 1.710, 1.255], [0.811, 2.787, 0.591], [-0.467, -2.050, -0.339], [0.218, -2.495, 0.846], [1.595, -2.633, 0.522], [-0.246, -2.782, 1.767], [1.767, -2.295, -0.859], [0.483, -1.979, -1.419], [0.256, -1.831, -2.472], [-1.535, -1.943, -0.487], [2.391, -2.966, 1.162], [2.672, -2.423, -1.439], [0.937, -0.399, 0.123], [-3.777, -0.557, 4.241], [-4.066, -1.631, 3.293], [-4.658, -2.847, 3.815], [-3.454, -1.699, 2.078], [-2.545, -0.945, 1.696], [-4.442, -0.701, 5.095], [-3.996, 0.402, 3.766], [-2.734, -0.587, 4.589], [-5.425, -3.179, 3.098], [-3.910, -3.658, 3.921], [-5.098, -2.619, 4.792], [-3.849, -2.518, 1.417]]
}

Record 5
{
  "formula": "C32H27IrN2O3PS",
  "method": "ωB97M-V with the def2-TZVPD basis set",
  "multiplicity": 5,
  "total_charge": 1,
  "e_above_lowest_ev": 0.000,
  "orbital_gap_ha": [0.282, 0.197],
  "homo_energy_ha": [-0.3872, -0.3827],
  "total_energy_ha": -2414.40453,
  "elements": ["Ir", "C", "C", "O", "C", "C", "C", "C", "C", "C", "O", "H", "H", "H", "H", "H", "H", "H", "O", "N", "C", "C", "C", "C", "C", "C", "C", "P", "C", "C", "C", "C", "C", "C", "C", "C", "C", "C", "C", "C", "H", "H", "H", "H", "H", "H", "H", "H", "H", "H", "H", "H", "H", "H", "H", "H", "S", "C", "C", "C", "C", "C", "N", "H", "H", "H", "H"],
  "xyz": [[-0.859, 0.726, 0.092], [3.726, 1.572, 0.247], [2.251, 1.865, 0.171], [1.459, 0.949, 0.423], [1.825, 3.206, -0.189], [2.670, 4.299, 0.030], [2.298, 5.576, -0.323], [1.064, 5.787, -0.953], [0.219, 4.739, -1.198], [0.547, 3.411, -0.805], [-0.301, 2.476, -1.054], [3.877, 0.498, 0.195], [4.117, 1.928, 1.203], [4.263, 2.068, -0.559], [3.624, 4.137, 0.516], [2.954, 6.411, -0.119], [0.775, 6.789, -1.241], [-0.739, 4.888, -1.679], [-3.549, -0.181, 1.325], [-2.558, -0.813, 0.616], [-3.048, -1.598, -0.267], [-2.276, -2.543, -1.051], [-3.019, -3.428, -1.839], [-2.412, -4.464, -2.519], [-1.042, -4.643, -2.408], [-0.286, -3.757, -1.657], [-0.876, -2.690, -0.983], [0.162, -1.513, -0.040], [0.243, -2.310, 1.597], [0.652, -3.638, 1.719], [0.622, -4.258, 2.956], [0.175, -3.567, 4.074], [-0.213, -2.242, 3.962], [-0.172, -1.611, 2.727], [1.795, -1.737, -0.797], [1.914, -1.473, -2.163], [3.132, -1.631, -2.800], [4.241, -2.053, -2.077], [4.134, -2.286, -0.714], [2.917, -2.116, -0.069], [-3.074, 0.280, 2.036], [-4.132, -1.635, -0.375], [-4.093, -3.298, -1.897], [-3.007, -5.135, -3.124], [-0.558, -5.471, -2.909], [0.784, -3.904, -1.603], [0.988, -4.189, 0.850], [0.947, -5.286, 3.052], [0.129, -4.068, 5.032], [-0.549, -1.694, 4.833], [-0.448, -0.570, 2.636], [1.045, -1.155, -2.728], [3.225, -1.424, -3.858], [5.188, -2.203, -2.580], [5.004, -2.596, -0.150], [2.837, -2.287, 0.997], [-1.205, 2.124, 2.182], [-2.483, 2.836, 1.236], [-3.232, 3.941, 1.628], [-4.219, 4.396, 0.771], [-4.414, 3.757, -0.450], [-3.612, 2.679, -0.769], [-2.682, 2.220, 0.066], [-3.032, 4.420, 2.576], [-4.828, 5.244, 1.053], [-5.177, 4.085, -1.142], [-3.708, 2.159, -1.714]]
}

Record 6
{
  "formula": "C7H18AlOPtS",
  "method": "ωB97M-V with the def2-TZVPD basis set",
  "total_charge": 1,
  "e_above_lowest_ev": 1.201,
  "orbital_gap_ha": 0.125,
  "homo_energy_ha": -0.4023,
  "total_energy_ha": -1112.14760,
  "elements": ["C", "C", "C", "O", "C", "Al", "C", "S", "C", "C", "H", "H", "H", "H", "H", "H", "H", "H", "H", "H", "H", "H", "H", "H", "H", "H", "H", "H", "Pt"],
  "xyz": [[-2.054, -1.380, -3.353], [-0.620, -1.261, -3.967], [0.103, -0.004, -3.429], [0.104, 0.117, -1.983], [0.551, -1.037, -1.297], [1.226, -0.181, 0.461], [0.067, -0.705, 2.091], [-0.645, 0.718, 2.936], [0.507, 1.210, 4.261], [-0.044, 2.398, 5.103], [-2.231, -2.436, -3.119], [-2.150, -0.816, -2.416], [-2.807, -1.009, -4.055], [-0.010, -2.160, -3.832], [-0.760, -1.150, -5.052], [1.142, 0.076, -3.828], [-0.457, 0.871, -3.809], [-0.214, -1.814, -1.175], [1.454, -1.447, -1.780], [2.777, -0.460, 0.659], [1.072, 1.427, 0.243], [-0.711, -1.433, 1.810], [0.727, -1.218, 2.814], [1.513, 1.476, 3.908], [0.619, 0.358, 4.949], [0.274, 3.371, 4.712], [0.403, 2.311, 6.101], [-1.137, 2.382, 5.164], [1.302, 1.796, -2.118]]
}

Values for M, g mol⁻¹, ordered as above
108.15 240.56 80.09 479.69 742.84 372.35